1.
{
  "formula": "C23H23AlP2",
  "method": "the ωB97M-V functional and the def2-TZVPD basis",
  "mol_weight_g_mol": 388.37,
  "lumo_ev": [-0.70, -0.70],
  "energy_ev": -49392.708,
  "largest_force_ev_per_a": 4.360,
  "multiplicity": 1,
  "de_lowest_kcal_mol": 9.3,
  "species": ["C", "C", "C", "C", "C", "Al", "P", "H", "H", "H", "H", "H", "H", "H", "H", "C", "C", "C", "C", "C", "C", "P", "C", "C", "C", "C", "C", "C", "C", "C", "C", "C", "C", "C", "H", "H", "H", "H", "H", "H", "H", "H", "H", "H", "H", "H", "H", "H", "H"],
  "xyz": [[-1.63750, 1.07341, -3.56961], [-0.51332, 1.23815, -4.43594], [-0.05171, -0.06694, -4.75785], [-0.98640, -1.03730, -4.31570], [-1.94065, -0.36205, -3.49250], [-2.36895, 0.19683, -0.33129], [-3.70544, 1.69136, 0.91804], [-2.17009, 1.84710, -3.00801], [-0.04115, 2.16976, -4.71738], [0.86447, -0.29809, -5.30287], [-2.72464, -0.82950, -2.87544], [-0.96919, -2.10916, -4.51252], [-5.10978, 1.43968, 0.78718], [-3.55647, 2.87855, 0.10545], [-3.58580, 2.23064, 2.25010], [3.92060, -1.80944, -0.96931], [2.72287, -2.27065, -1.52949], [1.51782, -1.63178, -1.23936], [1.48004, -0.54851, -0.33959], [2.70056, -0.03302, 0.13393], [3.90923, -0.66639, -0.16689], [-0.15340, 0.03560, 0.28182], [-0.57046, -1.40184, 1.37783], [-1.73509, -2.13136, 1.11310], [-2.08142, -3.22144, 1.91871], [-1.24845, -3.60009, 2.97990], [-0.06727, -2.89059, 3.23173], [0.28660, -1.80844, 2.42138], [0.34257, 1.57919, 1.13301], [0.09924, 1.78236, 2.49897], [0.40943, 3.01493, 3.08480], [0.93160, 4.05342, 2.31288], [1.13539, 3.86988, 0.93750], [0.83025, 2.64364, 0.34855], [4.85886, -2.32186, -1.17934], [2.73331, -3.13471, -2.19750], [0.59664, -1.97784, -1.70568], [2.72430, 0.87071, 0.74118], [4.84203, -0.26091, 0.22324], [-2.44225, -1.90721, 0.25814], [-3.01586, -3.74264, 1.69636], [-1.54090, -4.44615, 3.60470], [0.56631, -3.18430, 4.06987], [1.22075, -1.26411, 2.60543], [-0.34598, 0.97526, 3.08850], [0.22409, 3.16243, 4.15262], [1.16450, 5.01484, 2.77207], [1.52440, 4.68856, 0.32837], [0.95631, 2.50000, -0.72912]],
  "forces_ev_per_a": [[0.01, -1.30, 0.20], [-0.11, -1.11, 1.32], [-0.46, 0.09, -0.78], [0.01, 0.77, 1.22], [0.64, 0.87, -0.16], [-1.73, -1.13, -3.84], [-0.13, 1.80, 1.47], [-0.03, -0.09, -0.48], [0.01, -0.02, 0.10], [-0.36, 0.13, -0.15], [0.26, 0.33, -0.71], [0.14, 0.28, 0.11], [0.80, 0.01, 0.04], [-0.23, -0.63, 0.51], [-0.60, 0.44, -0.21], [-0.34, 0.17, -0.01], [0.15, 0.15, 0.12], [-0.07, 0.06, 0.29], [0.40, -0.30, -0.89], [-0.22, -0.02, 0.13], [-0.27, -0.17, -0.21], [2.60, -0.25, 0.68], [0.43, 0.43, 0.43], [-0.53, -0.40, -0.20], [0.33, 0.08, 0.23], [-0.41, 0.20, -0.36], [-0.06, 0.12, -0.23], [-0.32, -0.04, 0.17], [-0.48, 0.18, 0.75], [0.12, 0.13, -0.19], [-0.11, -0.06, 0.03], [-0.02, -0.17, -0.20], [-0.11, -0.17, 0.27], [-0.10, -0.20, -0.06], [-0.23, 0.14, 0.02], [-0.06, 0.33, 0.19], [0.11, 0.04, 0.05], [-0.05, -0.29, -0.04], [-0.25, -0.08, -0.07], [1.00, -0.19, 0.91], [0.41, 0.01, 0.18], [0.19, 0.27, -0.13], [-0.10, 0.09, -0.31], [-0.39, -0.21, -0.09], [0.24, 0.29, -0.08], [0.09, -0.03, -0.38], [-0.06, -0.29, -0.11], [-0.14, -0.30, 0.17], [0.03, 0.06, 0.31]]
}

2.
{
  "formula": "C23H23AsMoP",
  "method": "the ωB97M-V functional and the def2-TZVPD basis",
  "mol_weight_g_mol": 501.27,
  "lumo_ev": [-4.05, -3.91],
  "energy_ev": -96195.902,
  "largest_force_ev_per_a": 3.677,
  "multiplicity": 3,
  "total_charge": 1,
  "s_squared": 2.04,
  "de_lowest_kcal_mol": 0.0,
  "species": ["C", "C", "C", "C", "C", "Mo", "P", "H", "H", "H", "H", "H", "H", "H", "H", "C", "C", "C", "C", "C", "C", "As", "C", "C", "C", "C", "C", "C", "C", "C", "C", "C", "C", "C", "H", "H", "H", "H", "H", "H", "H", "H", "H", "H", "H", "H", "H", "H", "H"],
  "xyz": [[1.35581, 0.57444, -3.37243], [0.55945, 0.61821, -4.54689], [-0.57660, -0.30602, -4.62517], [-0.39010, -1.45487, -3.76655], [0.54387, -1.20521, -2.74727], [-0.49405, 0.68415, -2.43326], [-0.35798, 2.97757, -1.94530], [2.19238, 1.30839, -3.32375], [0.69234, 1.41025, -5.32026], [-1.40707, -0.21110, -5.37415], [0.82450, -1.96980, -2.00014], [-0.96331, -2.38269, -3.87841], [-1.43444, 3.51948, -1.17181], [-0.32027, 3.85462, -3.07342], [0.81485, 3.41566, -1.20891], [-0.94028, 3.03401, 3.76402], [0.35503, 2.82181, 3.27902], [0.56344, 2.04239, 2.13781], [-0.51888, 1.41289, 1.51185], [-1.82008, 1.64582, 1.97354], [-2.02861, 2.45890, 3.09364], [-0.22847, 0.17338, 0.00002], [1.60414, -0.43416, 0.48531], [2.60431, -0.33040, -0.48984], [3.91878, -0.64987, -0.14897], [4.22368, -1.10821, 1.14292], [3.21329, -1.21162, 2.10585], [1.89189, -0.86978, 1.78660], [-1.40826, -1.33143, 0.47245], [-0.91126, -2.53252, 0.97987], [-1.80497, -3.56826, 1.26533], [-3.16893, -3.41365, 1.02338], [-3.64809, -2.22698, 0.46393], [-2.76793, -1.18402, 0.17236], [-1.09873, 3.66267, 4.64362], [1.21715, 3.25675, 3.78618], [1.57485, 1.90375, 1.75578], [-2.67121, 1.18285, 1.47009], [-3.04813, 2.63635, 3.43880], [2.35397, -0.02651, -1.51518], [4.69047, -0.54340, -0.91368], [5.24548, -1.39593, 1.40113], [3.41717, -1.55839, 3.11729], [1.10022, -0.94804, 2.54339], [0.15566, -2.65885, 1.15727], [-1.40761, -4.49727, 1.66290], [-3.85963, -4.21753, 1.26017], [-4.70309, -2.10303, 0.23425], [-3.13474, -0.25484, -0.27339]],
  "forces_ev_per_a": [[-1.48, -1.14, -0.54], [-1.78, 0.29, -0.57], [1.22, 0.91, -0.14], [0.39, 1.54, 1.02], [0.38, 0.42, -0.68], [-0.76, -2.53, -2.56], [0.67, 1.81, 0.44], [-0.11, -1.33, 0.44], [-0.19, -0.67, 0.76], [1.15, -0.15, 0.80], [0.34, 0.83, -0.49], [0.11, 0.50, 0.31], [0.56, 0.05, -0.28], [-0.04, -0.13, 0.59], [-0.91, -0.07, -0.40], [0.02, -0.15, -0.34], [-0.18, 0.01, -0.11], [-0.15, -0.07, 0.07], [-0.20, 0.14, -0.16], [0.19, 0.13, 0.18], [0.17, 0.01, -0.08], [0.87, -0.79, 2.11], [-0.56, 0.18, -0.38], [-0.02, -0.02, 0.31], [0.02, -0.17, 0.22], [-0.20, 0.12, -0.19], [-0.42, 0.07, -0.21], [0.26, 0.03, -0.26], [0.24, 0.30, -0.40], [-0.34, 0.10, 0.02], [0.14, 0.18, -0.13], [0.11, 0.22, -0.07], [0.13, 0.14, -0.08], [0.15, -0.31, 0.24], [0.03, -0.27, -0.29], [-0.28, -0.04, -0.14], [-0.22, -0.01, 0.17], [0.21, 0.13, 0.26], [0.31, -0.05, -0.04], [0.30, -0.14, 0.86], [-0.11, -0.14, 0.33], [-0.33, 0.17, -0.11], [0.14, 0.04, -0.26], [0.40, 0.11, -0.33], [-0.29, -0.02, -0.03], [-0.17, 0.08, -0.01], [0.11, 0.11, -0.06], [0.14, -0.11, 0.10], [0.00, -0.30, 0.12]]
}